(1)
This record from the OMol25 dataset describes a cluster of 17 separate species, C43H83Br32NO3PS in total. The level of theory is ωB97M-V/def2-TZVPD.

Net charge = +1

XYZ file:
```
164
Properties=species:S:1:pos:R:3:forces:R:3
C -4.203136 4.073066 -3.873729 0.2 0.1 0.1
C -3.806347 2.753783 -4.524531 -0.8 0.5 0.1
N -3.166978 1.817881 -3.573986 0.4 0.6 -0.7
C -3.936675 0.841226 -3.116004 -0.2 -0.3 0.0
C -3.478426 -0.067795 -2.212533 -0.3 -0.3 0.0
C -2.199807 0.021487 -1.728095 0.2 0.0 0.0
C -1.700595 -0.968686 -0.740547 -0.7 -0.6 0.0
C -1.381690 1.056728 -2.219053 0.5 0.3 0.0
C 0.020805 1.117975 -1.679001 -0.4 -0.5 -0.1
C 0.953927 0.012658 -2.277291 0.4 0.2 0.1
C 0.403276 -0.695831 -3.499321 0.3 -0.3 -0.1
O 1.303024 -1.015301 -1.360893 -0.5 -0.2 0.0
C -1.873448 1.955212 -3.162307 -0.2 0.2 0.5
P -0.747540 3.293709 -3.779453 2.1 -0.3 -0.5
O -0.534727 4.321307 -2.580814 -0.9 0.0 -0.1
O -1.399317 4.244093 -4.874125 -0.9 -0.1 0.3
S 0.905545 2.599833 -4.454086 -0.2 -0.4 0.0
H -3.449208 4.838460 -3.996343 0.1 0.1 0.1
H -4.378778 3.934074 -2.812697 -0.1 0.0 0.2
H -5.114373 4.443329 -4.323493 -0.2 0.0 -0.1
H -3.216536 2.891108 -5.415102 0.3 -0.1 -0.1
H -4.723561 2.289963 -4.857673 -0.1 -0.4 0.0
H -4.940836 0.782495 -3.491231 -0.2 0.1 -0.2
H -4.153631 -0.835977 -1.887091 -0.1 -0.2 0.1
H -1.261145 -0.497719 0.130418 0.3 0.1 0.1
H -2.513686 -1.602101 -0.374349 0.3 0.2 -0.2
H -0.981160 -1.620234 -1.221428 0.4 0.0 0.1
H -0.054922 0.902539 -0.624789 0.1 0.1 0.4
H 0.428605 2.114053 -1.764367 0.3 0.1 -0.1
H 1.883616 0.496590 -2.572710 0.0 0.4 -0.1
H -0.249112 -1.516498 -3.216358 -0.2 0.0 0.1
H 1.234889 -1.144924 -4.030712 0.1 -0.1 -0.1
H -0.096104 -0.040923 -4.199232 -0.1 0.2 -0.1
H 1.412948 -0.697985 -0.451189 0.2 0.2 -0.4
H -0.698115 5.215679 -2.920369 0.0 0.2 0.3
H -1.381517 3.819290 -5.742217 0.4 0.3 -0.3
Br 4.174517 4.150564 0.443946 -0.1 0.0 0.1
C 4.842908 2.334874 0.211752 0.0 0.3 -0.1
C 3.792180 1.439935 -0.374745 0.0 -0.3 -0.1
Br 2.459863 0.934594 0.954121 0.0 0.4 0.3
H 5.187390 1.998616 1.184688 0.0 0.0 0.0
H 5.689801 2.420637 -0.463875 -0.1 0.0 0.0
H 4.234187 0.500753 -0.704329 0.0 0.0 0.1
H 3.257855 1.898910 -1.202240 0.0 0.1 0.0
Br 1.943928 -2.787702 1.421062 0.0 -0.1 0.0
C 3.608498 -3.558095 2.088939 -0.1 0.0 0.0
C 4.494244 -2.516388 2.709082 0.1 0.1 -0.1
Br 5.402980 -1.425137 1.379734 0.0 0.0 -0.1
H 4.073336 -4.069383 1.252360 0.0 0.1 0.0
H 3.305836 -4.287184 2.834084 0.0 0.0 0.0
H 5.292891 -2.989022 3.275433 0.0 0.0 0.0
H 3.952007 -1.833742 3.354397 0.0 0.0 0.0
Br 4.418312 10.005704 -2.335788 0.0 -0.1 0.0
C 3.943579 8.291571 -1.547354 -0.1 0.2 0.0
C 4.904312 7.888761 -0.462679 0.1 -0.1 0.0
Br 6.586016 7.230736 -1.189440 0.0 0.0 0.0
H 3.902661 7.573304 -2.360088 0.1 0.0 0.0
H 2.947120 8.430032 -1.131789 0.1 0.0 0.0
H 4.500186 7.060044 0.112211 0.0 0.0 0.0
H 5.150266 8.708137 0.205521 0.0 0.0 0.0
Br -7.992701 -3.027623 0.684499 0.0 0.0 0.0
C -6.266548 -3.639243 1.334802 -0.2 0.1 0.1
C -5.493449 -2.525666 1.985435 0.1 0.0 0.0
Br -4.727596 -1.309360 0.664428 -0.5 0.0 0.4
H -5.748802 -4.074472 0.486716 0.0 0.0 0.0
H -6.488857 -4.419120 2.058378 0.0 0.0 0.0
H -4.642763 -2.921827 2.535177 0.0 0.0 0.0
H -6.101480 -1.919541 2.648373 0.0 0.0 0.0
Br -7.851480 -6.848215 1.193451 0.0 -0.2 0.0
C -9.671382 -6.708494 1.871967 0.0 0.2 -0.2
C -9.731425 -5.888894 3.128464 0.0 -0.2 0.3
Br -9.088121 -6.884317 4.674083 0.1 0.0 0.0
H -10.035218 -7.721900 2.009946 0.0 0.0 0.1
H -10.236627 -6.225373 1.078155 0.0 0.0 0.0
H -10.759837 -5.631004 3.359975 0.0 0.0 0.0
H -9.138813 -4.982363 3.068556 0.0 0.0 -0.1
Br 1.171166 -4.700750 4.417723 -0.2 -0.1 0.0
C 1.060869 -6.229238 5.613132 0.0 0.2 0.1
C 2.358856 -6.446114 6.344972 0.0 -0.2 0.0
Br 3.701500 -7.233740 5.179756 0.1 0.1 0.0
H 0.773052 -7.079534 5.003244 0.1 0.0 0.0
H 0.262486 -5.998616 6.314809 0.0 0.0 0.0
H 2.224740 -7.153334 7.160173 0.0 0.0 0.0
H 2.783267 -5.525847 6.732493 0.0 0.0 0.0
Br 5.050653 0.824302 4.481043 -0.1 -0.1 0.1
C 5.087506 0.474971 6.399023 0.1 0.2 -0.1
C 5.706445 -0.857072 6.725106 -0.1 -0.1 0.1
Br 4.481220 -2.327520 6.362057 0.0 0.0 0.0
H 4.064887 0.555575 6.751393 0.0 0.0 0.0
H 5.681489 1.282041 6.821256 0.0 0.0 0.0
H 5.922206 -0.922250 7.788764 0.0 0.0 0.0
H 6.611398 -1.050583 6.158801 0.0 0.0 0.0
Br 1.233516 2.442824 -8.464183 -0.1 0.0 -0.1
C 2.435683 3.971479 -8.465346 0.0 -0.1 0.1
C 2.211567 4.845073 -7.260268 0.1 0.2 -0.1
Br 0.595115 5.916620 -7.429596 0.0 -0.1 0.1
H 2.277892 4.492152 -9.403594 0.0 0.1 0.0
H 3.439754 3.554544 -8.446717 0.0 0.0 0.0
H 3.023682 5.560561 -7.152626 0.0 0.0 0.0
H 2.106800 4.273253 -6.344297 0.0 0.0 0.0
Br -2.459028 1.115988 2.851823 0.0 0.0 0.0
C -1.750997 2.580709 1.799728 0.0 0.0 0.3
C -2.816461 3.538694 1.342226 0.1 0.0 -0.2
Br -3.865164 2.765844 -0.107969 -0.1 0.1 0.1
H -1.231795 2.127034 0.963904 0.1 0.1 -0.1
H -1.028123 3.083818 2.439258 0.0 0.0 0.0
H -2.360183 4.435765 0.930891 -0.1 0.0 -0.1
H -3.523977 3.819099 2.115119 0.0 -0.1 0.1
Br 1.682605 -8.881684 1.699497 0.0 0.0 0.0
C 1.586550 -10.477735 2.811429 -0.1 0.2 0.0
C 2.888201 -10.755288 3.512497 0.1 -0.2 -0.1
Br 4.211271 -11.507667 2.302645 0.0 0.1 0.0
H 1.280440 -11.290700 2.161993 0.0 0.0 0.0
H 0.799998 -10.277129 3.535486 0.0 0.0 0.0
H 2.747678 -11.503707 4.289217 0.0 0.0 0.0
H 3.327273 -9.863679 3.943899 0.0 0.0 0.0
Br 8.346489 10.969024 0.061751 -0.1 0.0 0.0
C 8.363334 10.491866 -1.824352 0.1 -0.1 0.2
C 9.159996 11.472956 -2.640304 -0.1 0.1 -0.2
Br 8.182587 13.130261 -2.925702 0.0 0.0 0.0
H 7.327665 10.425592 -2.139554 0.0 0.0 0.0
H 8.815944 9.504174 -1.865848 0.0 0.0 0.0
H 9.347352 11.073589 -3.634349 0.0 0.0 0.0
H 10.101962 11.740116 -2.173411 0.0 0.0 0.0
Br -2.003292 6.930153 -0.518379 0.1 -0.1 -0.1
C -0.286149 6.334169 0.195235 -0.3 -0.1 0.1
C 0.164805 7.210624 1.333381 0.2 0.1 -0.1
Br 0.873297 8.897024 0.678990 -0.1 0.1 0.1
H 0.418536 6.321329 -0.628767 0.0 0.0 0.0
H -0.453647 5.315052 0.536512 0.1 0.0 0.0
H 0.985324 6.743938 1.869917 0.0 -0.1 0.0
H -0.633457 7.444444 2.030303 0.0 0.0 0.0
Br -12.261732 -2.436270 6.170756 0.0 0.0 -0.1
C -13.631616 -2.554896 4.796367 0.0 -0.1 0.2
C -13.310995 -3.622901 3.786742 0.0 0.1 -0.2
Br -11.916345 -3.048621 2.554484 0.0 0.0 0.0
H -13.716761 -1.570125 4.350022 0.0 0.0 -0.1
H -14.551651 -2.796512 5.323149 0.0 0.0 0.0
H -14.176918 -3.833528 3.163659 0.0 0.0 0.0
H -12.965418 -4.542648 4.247723 0.0 0.0 0.1
Br 9.266363 -1.290776 1.993217 0.1 -0.1 0.0
C 10.022472 0.178714 0.973554 -0.1 -0.1 0.2
C 8.972963 1.219704 0.683835 0.0 0.2 -0.2
Br 7.741465 0.668276 -0.721323 0.2 -0.2 -0.1
H 10.464919 -0.249657 0.080664 0.0 0.1 -0.1
H 10.804975 0.604602 1.597006 0.0 0.0 0.0
H 9.433260 2.135332 0.318497 0.0 0.0 0.0
H 8.363720 1.442886 1.553759 0.0 0.0 0.1
Br 7.916521 2.207307 -4.609832 0.0 0.0 0.1
C 8.656280 0.451973 -5.003195 0.0 0.2 -0.1
C 7.601172 -0.492898 -5.511733 0.0 -0.2 0.1
Br 6.464284 -1.144901 -4.073732 -0.1 0.1 0.0
H 9.132058 0.099491 -4.093883 0.0 0.0 0.0
H 9.412377 0.623123 -5.765831 0.0 0.0 0.0
H 8.059281 -1.381843 -5.938854 0.0 0.0 0.0
H 6.948664 -0.034102 -6.246505 0.0 0.0 0.0
Br -12.178379 -10.091827 2.341351 0.0 0.0 0.0
C -12.345273 -10.391824 0.426165 0.1 -0.1 0.2
C -11.613464 -9.336965 -0.356914 -0.1 0.1 -0.2
Br -12.592555 -7.655142 -0.382010 0.1 0.0 0.0
H -13.405814 -10.421305 0.201164 0.0 0.0 0.0
H -11.907695 -11.370807 0.245853 0.0 0.0 0.0
H -11.515592 -9.628506 -1.399848 0.0 0.0 0.0
H -10.630384 -9.123500 0.050807 0.0 0.0 0.0
```
Forces are in eV/Å.



(2)
This record from the OMol25 dataset describes a cluster of 6 separate species, C43H84FN3O9P in total. The level of theory is ωB97M-V/def2-TZVPD.

Net charge = +1

XYZ file:
```
141
Properties=species:S:1:pos:R:3:forces:R:3
C -3.898676 -1.219824 -4.507803 -0.4 -0.1 0.4
C -4.707430 -1.222710 -3.181321 0.7 0.4 -0.8
C -3.888027 -0.725969 -1.983006 -0.9 -0.1 0.7
C -4.215019 0.723160 -1.547537 0.3 -0.5 -0.7
C -3.059351 1.690704 -1.766894 -0.7 0.3 0.3
N -2.070850 1.815429 -0.682761 0.9 -0.5 0.3
C -2.282678 2.051878 0.680310 0.2 0.3 0.2
C -3.625379 2.165787 1.335899 0.4 0.0 0.2
C -4.044832 0.912689 2.124525 -0.3 -0.5 -0.5
C -3.747904 -0.445240 1.452359 -0.5 -0.3 0.4
C -3.092386 -1.463634 2.379117 0.6 0.1 -0.5
C -1.683426 -1.007929 2.809941 -0.6 -0.7 0.0
C -0.655741 -2.133540 2.789437 0.6 0.6 0.0
C 0.651458 -1.727777 3.505871 0.1 -0.6 0.1
C 1.022680 -2.632122 4.701433 0.2 0.6 0.2
C 1.213815 -1.898586 6.042702 -0.1 -0.2 0.1
O 0.254718 -2.289176 7.008424 0.0 0.1 0.2
C -0.952861 -1.565740 6.891109 0.0 -0.1 -0.7
C -1.045958 2.152795 1.258429 -0.4 -0.6 -0.6
C -0.624273 2.473544 2.657608 0.4 0.9 0.1
C -0.237441 3.966706 2.783314 -0.4 -0.4 -0.2
F -1.642331 2.214492 3.540898 -0.4 -0.2 0.0
N -0.099427 1.922105 0.260986 -1.0 0.3 0.5
C 1.329986 1.944703 0.487938 0.7 0.1 -0.4
C 2.053724 3.006286 -0.318303 -0.2 0.1 -0.2
N 1.572669 4.103570 -0.706285 -0.1 0.0 0.0
C -0.749694 1.719700 -0.891351 0.2 0.1 -0.1
C -0.065310 1.428825 -2.173457 0.2 -0.5 -0.5
P 0.742038 -0.218559 -2.071426 -0.3 -0.5 1.4
O 0.419294 -0.859777 -0.790853 0.1 0.1 0.1
O 2.306076 -0.010911 -2.234305 -0.2 0.5 -0.5
O 0.199657 -1.062917 -3.292908 0.1 0.3 -0.1
H -3.988368 -2.188343 -4.987658 0.1 0.0 -0.2
H -4.260157 -0.462354 -5.194489 -0.1 0.1 -0.2
H -2.847801 -1.015585 -4.327660 0.2 -0.1 0.0
H -5.565903 -0.577417 -3.346624 -0.2 0.0 0.3
H -5.098777 -2.213294 -2.989215 0.0 -0.2 0.1
H -4.141905 -1.366717 -1.142313 0.2 -0.1 0.1
H -2.820501 -0.858527 -2.148464 0.2 0.0 -0.1
H -5.014302 1.074137 -2.193630 -0.1 0.2 -0.1
H -4.618196 0.732370 -0.546622 0.1 0.2 0.2
H -2.541116 1.355051 -2.650943 0.2 0.0 -0.1
H -3.445194 2.681829 -1.991385 0.1 0.2 0.2
H -4.366903 2.440044 0.594191 -0.1 0.0 -0.1
H -3.568397 2.998722 2.029270 -0.1 0.2 0.1
H -3.623759 0.904139 3.118976 0.3 0.3 0.2
H -5.120892 0.977807 2.260364 -0.1 0.1 0.2
H -4.694895 -0.867832 1.114595 -0.1 0.0 -0.2
H -3.123048 -0.372827 0.564573 0.2 0.2 0.0
H -3.726532 -1.717569 3.223500 -0.1 0.1 0.2
H -2.964011 -2.382080 1.806418 -0.1 -0.2 -0.1
H -1.348434 -0.271670 2.083419 0.1 0.4 0.1
H -1.734669 -0.580796 3.808209 0.1 0.3 0.0
H -1.051052 -3.040633 3.235337 -0.2 -0.1 0.0
H -0.401478 -2.327466 1.750264 -0.2 -0.3 -0.2
H 1.480820 -1.752934 2.801931 0.0 0.1 -0.2
H 0.578293 -0.698180 3.854984 -0.1 0.2 0.0
H 1.945096 -3.168760 4.497853 0.0 -0.1 -0.2
H 0.254379 -3.378292 4.870809 -0.1 -0.2 0.0
H 2.185878 -2.126964 6.467526 0.1 -0.1 0.1
H 1.177340 -0.814596 5.902754 0.0 0.2 0.0
H -0.926253 -0.618444 7.428777 0.0 0.0 0.3
H -1.782838 -2.189437 7.205782 -0.1 0.0 0.4
H -1.144722 -1.320988 5.842772 -0.1 0.0 -0.2
H 0.214242 1.853112 2.962541 0.0 -0.3 0.0
H -0.372814 4.470336 1.831654 0.2 0.2 -0.1
H 0.768601 4.104013 3.158501 0.1 0.1 0.0
H -0.944412 4.426511 3.464114 0.0 0.1 0.2
H 1.513253 2.171311 1.531131 0.0 -0.1 0.2
H 1.791461 0.982357 0.296230 -0.2 -0.3 -0.1
H 3.076630 2.768279 -0.592393 0.2 0.0 0.1
H 0.599208 4.183352 -0.396166 0.0 0.2 -0.1
H -0.772592 1.334850 -2.986355 -0.1 0.2 -0.1
H 0.631649 2.214545 -2.451795 0.1 0.1 0.1
H 2.519474 0.597336 -2.958048 0.3 -0.2 0.0
H 0.061798 -1.957328 -2.939602 -0.1 -0.2 -0.3
C 2.404609 7.645077 -1.522747 -0.1 0.0 -0.1
C 2.879831 9.074854 -1.763869 0.1 0.0 0.1
C 1.999321 9.858090 -0.798129 -0.1 0.0 -0.1
O 1.734239 8.984239 0.305944 0.0 0.0 -0.1
C 2.138688 7.658515 -0.025399 0.1 0.0 0.1
H 3.128091 6.885830 -1.816956 0.0 0.0 0.0
H 1.475099 7.460454 -2.067576 0.0 0.0 0.0
H 3.930650 9.170149 -1.481675 0.0 0.0 0.0
H 2.774915 9.405912 -2.795404 0.0 0.0 0.0
H 1.044566 10.130085 -1.260563 0.0 0.0 0.0
H 2.475445 10.766107 -0.429460 0.0 0.0 0.1
H 3.048289 7.424179 0.540912 0.0 -0.1 0.0
H 1.356157 6.957193 0.272388 0.0 0.0 0.0
C 1.051222 -3.075742 -7.259454 -0.2 0.0 -0.1
C 0.091943 -2.196670 -6.460924 0.1 0.0 0.0
C -1.051773 -3.160649 -6.174879 0.0 -0.1 -0.1
O -0.469559 -4.458973 -6.083265 0.0 0.1 0.0
C 0.883924 -4.419636 -6.563527 0.0 0.2 0.1
H 2.081656 -2.724746 -7.252225 0.0 0.0 0.0
H 0.721245 -3.141420 -8.298386 0.0 0.0 0.0
H 0.562841 -1.886702 -5.529439 0.0 0.0 0.0
H -0.232878 -1.302950 -6.993603 0.0 0.0 0.0
H -1.783796 -3.162119 -6.989649 0.0 0.1 0.0
H -1.576744 -2.934783 -5.242762 0.0 -0.1 0.0
H 1.555350 -4.511525 -5.706654 0.1 0.0 -0.1
H 1.059098 -5.264698 -7.226326 0.0 -0.1 0.0
C 7.843575 5.473233 -2.074791 0.1 0.0 0.1
C 6.688758 5.214007 -1.110309 -0.1 0.0 -0.1
C 6.338778 6.627489 -0.665603 0.1 0.1 0.1
O 6.640776 7.485617 -1.764790 0.0 -0.1 0.0
C 7.402341 6.770013 -2.741212 -0.1 0.0 -0.1
H 8.011312 4.668165 -2.788309 0.0 0.0 0.0
H 8.767938 5.631348 -1.515980 0.0 0.0 0.0
H 5.846479 4.767929 -1.647452 0.0 0.0 0.0
H 6.947222 4.560540 -0.278067 0.0 0.0 0.0
H 6.945831 6.935875 0.191924 0.0 -0.1 0.0
H 5.284984 6.740019 -0.401899 0.0 0.1 0.0
H 6.759905 6.572859 -3.606531 0.0 0.0 0.0
H 8.239238 7.387413 -3.066249 0.0 0.1 0.0
C 2.876218 -9.182937 -5.267911 0.0 0.0 0.1
C 1.388683 -8.851459 -5.285210 0.0 0.0 -0.1
C 1.398819 -7.348898 -5.043395 0.1 0.0 0.1
O 2.619669 -6.852196 -5.617632 -0.1 -0.3 0.1
C 3.472033 -7.957961 -5.942741 0.0 0.1 -0.1
H 3.126583 -10.110382 -5.779839 0.0 0.0 0.0
H 3.231473 -9.255556 -4.237505 0.0 0.0 0.0
H 0.967983 -9.070204 -6.269126 0.0 0.0 0.0
H 0.809837 -9.394173 -4.539891 0.0 0.0 0.0
H 1.407533 -7.117794 -3.972392 -0.1 0.0 0.0
H 0.548560 -6.843233 -5.499632 0.0 0.1 0.0
H 3.488140 -8.072680 -7.031699 0.0 0.0 0.0
H 4.484741 -7.739266 -5.603123 0.0 0.1 0.0
C -4.773211 -4.720581 9.983110 -0.1 -0.1 -0.1
C -3.403342 -5.228248 9.545466 0.1 0.1 0.1
C -3.307726 -4.676909 8.131008 -0.1 0.0 -0.1
O -4.053499 -3.451936 8.116105 0.1 -0.1 0.1
C -4.821592 -3.351532 9.321643 0.1 0.1 0.0
H -4.899625 -4.671719 11.063101 0.0 0.0 0.0
H -5.557398 -5.363012 9.576538 0.0 0.0 0.0
H -2.623648 -4.791059 10.172880 0.0 0.0 0.0
H -3.302968 -6.311440 9.584016 0.0 0.0 0.0
H -3.761548 -5.359734 7.404879 0.1 -0.1 0.0
H -2.278915 -4.477661 7.826505 0.0 0.1 0.0
H -4.366043 -2.586125 9.958764 0.0 0.0 0.0
H -5.835648 -3.036909 9.073776 0.0 0.0 -0.1
```
Forces are in eV/Å.



In eV/Å, the max |F| values for the records above are, in order, 2.208 1.540.
In eV, the LUMO level values for the records above are, in order, -3.37 -2.52.